# 1
{
  "formula": "C16H20F12O8",
  "method": "ωB97M-V/def2-TZVPD",
  "species": ["C", "C", "O", "C", "O", "C", "F", "F", "F", "H", "H", "H", "H", "H", "C", "C", "O", "C", "O", "C", "F", "F", "F", "H", "H", "H", "H", "H", "C", "C", "O", "C", "O", "C", "F", "F", "F", "H", "H", "H", "H", "H", "C", "C", "O", "C", "O", "C", "F", "F", "F", "H", "H", "H", "H", "H"],
  "positions_angstrom": [[3.94559, -4.31871, 7.96364], [4.75611, -4.08540, 9.23028], [4.10226, -4.56123, 10.46661], [4.41208, -5.75967, 11.05699], [5.38517, -6.44379, 10.65346], [3.53063, -6.24759, 12.25661], [2.72068, -7.15810, 11.87231], [4.40854, -6.70283, 13.11178], [2.77044, -5.23468, 12.74181], [3.14730, -3.61064, 7.74123], [3.61977, -5.34628, 7.80228], [4.72064, -4.06309, 7.24111], [4.86360, -3.00910, 9.36487], [5.80031, -4.39424, 9.18183], [2.84187, -0.15004, 1.39418], [1.37788, -0.14882, 1.05331], [1.08586, 0.70310, -0.00938], [0.86632, 2.06426, 0.19678], [0.87939, 2.59122, 1.29868], [0.42428, 2.76873, -1.09925], [-0.66537, 3.44758, -0.91857], [1.32818, 3.68352, -1.48472], [0.20897, 1.85234, -2.09192], [3.53195, -0.42101, 0.59514], [3.08451, -0.80190, 2.23340], [3.09434, 0.82357, 1.81423], [0.79747, 0.09143, 1.94410], [1.05868, -1.11731, 0.66830], [1.60637, 5.83657, -13.45561], [2.17148, 4.90686, -12.39793], [1.28499, 4.90541, -11.33110], [1.39327, 5.66673, -10.18414], [2.33319, 6.48388, -10.07909], [0.34015, 5.43719, -9.12983], [-0.03440, 4.15569, -9.05907], [0.71666, 5.82229, -7.88079], [-0.77730, 6.12867, -9.43485], [1.32307, 6.81965, -13.07958], [0.77966, 5.38335, -14.00263], [2.37986, 5.94922, -14.21530], [3.11724, 5.29733, -12.02220], [2.45706, 3.93462, -12.79954], [-8.41510, -0.65578, 2.27770], [-8.19967, -0.79341, 0.73881], [-6.80469, -1.11297, 0.44297], [-6.29552, -2.42895, 0.39979], [-6.98772, -3.43571, 0.46879], [-4.77628, -2.40666, 0.01686], [-4.04275, -2.35467, 1.17564], [-4.54331, -3.48840, -0.72064], [-4.42215, -1.31038, -0.66560], [-7.79404, 0.10045, 2.75779], [-8.28613, -1.63728, 2.73392], [-9.40974, -0.29991, 2.54627], [-8.32177, 0.18483, 0.27380], [-8.89014, -1.54015, 0.34671]]
}

# 2
{
  "formula": "C30H55NO11",
  "method": "ωB97M-V/def2-TZVPD",
  "species": ["C", "C", "C", "C", "C", "C", "C", "C", "C", "C", "C", "C", "C", "O", "N", "O", "C", "O", "H", "H", "H", "H", "H", "H", "H", "H", "H", "H", "H", "H", "H", "H", "H", "C", "O", "C", "C", "O", "C", "H", "H", "H", "H", "H", "H", "H", "H", "H", "H", "C", "O", "C", "C", "O", "C", "H", "H", "H", "H", "H", "H", "H", "H", "H", "H", "C", "O", "C", "C", "O", "C", "H", "H", "H", "H", "H", "H", "H", "H", "H", "H", "C", "O", "C", "C", "O", "C", "H", "H", "H", "H", "H", "H", "H", "H", "H", "H"],
  "positions_angstrom": [[-0.80639, 4.99822, -0.38993], [0.59517, 4.42906, -0.36566], [0.80828, 2.80716, -0.47459], [0.49587, 1.97638, -1.86343], [-0.01359, 2.83679, -3.20027], [1.29623, 2.81384, -4.23990], [1.35404, 4.12373, -5.22991], [2.73386, 2.81596, -3.38584], [0.66452, 0.34635, -2.03140], [1.18829, -0.49781, -0.72404], [1.54417, 0.31387, 0.66499], [1.34858, 1.94479, 0.81089], [1.80277, 2.38091, 2.32757], [1.78906, 3.57592, 2.94253], [2.31328, 1.06407, 2.87660], [2.58205, 0.98975, 4.19175], [2.12017, -0.22725, 2.11248], [2.36640, -1.50463, 2.41538], [-1.07954, 6.05768, 0.04075], [-1.70873, 4.39611, -0.88673], [1.51489, 5.15487, -0.25432], [-0.36544, 3.92258, -2.93767], [-0.93596, 2.23760, -3.62267], [1.24999, 1.77863, -4.80430], [2.38690, 4.04285, -5.82106], [1.42055, 5.07919, -4.52046], [0.44020, 4.20556, -5.96268], [3.02443, 1.71578, -3.11208], [2.71586, 3.55643, -2.48005], [3.55865, 3.22896, -4.13505], [0.41090, -0.14486, -3.08715], [1.31551, -1.66335, -0.76808], [3.31294, 0.29111, 4.33810], [2.43270, 3.44062, 6.17153], [2.92520, 3.72369, 7.47644], [2.45622, 4.98268, 7.97018], [1.34744, 4.79109, 9.00850], [0.14947, 4.29698, 8.40080], [-0.04957, 2.91152, 8.65479], [2.70235, 2.41166, 5.91892], [1.34433, 3.53698, 6.12354], [2.89856, 4.11169, 5.44431], [2.11949, 5.62722, 7.14965], [3.30885, 5.47044, 8.45336], [1.10215, 5.76521, 9.44349], [1.67862, 4.13317, 9.82062], [-0.29945, 2.75835, 9.70917], [0.83259, 2.32384, 8.39211], [-0.89013, 2.56794, 8.04523], [4.60546, -5.47222, 5.65467], [4.62030, -4.07347, 5.39246], [3.40735, -3.62540, 4.77866], [2.51855, -2.88803, 5.78391], [1.98802, -3.78768, 6.76257], [2.65450, -3.67363, 8.01413], [5.48706, -5.71845, 6.25253], [3.71263, -5.76646, 6.21362], [4.65594, -6.02772, 4.71388], [2.86825, -4.46014, 4.31534], [3.69335, -2.92748, 3.98528], [1.66309, -2.46254, 5.24964], [3.06287, -2.06358, 6.25937], [2.40265, -2.71813, 8.48445], [3.73741, -3.75947, 7.90223], [2.30703, -4.48244, 8.66317], [-3.63159, -3.77004, -3.62075], [-2.60551, -4.64887, -4.06827], [-1.70656, -4.01037, -4.98094], [-0.37922, -3.66610, -4.29988], [-0.54741, -2.61926, -3.33841], [-0.54024, -3.11013, -2.00326], [-4.18638, -4.26923, -2.82181], [-3.21784, -2.83736, -3.22695], [-4.32109, -3.55434, -4.44189], [-2.16358, -3.11829, -5.42524], [-1.51238, -4.72587, -5.78637], [0.31644, -3.29051, -5.05704], [0.06965, -4.55508, -3.84129], [0.46585, -3.44776, -1.73602], [-1.25406, -3.92594, -1.87100], [-0.82072, -2.29118, -1.33480], [-5.49042, -3.00962, -6.88503], [-5.53206, -1.66770, -6.41280], [-4.64048, -0.81221, -7.13529], [-5.40379, 0.07410, -8.12322], [-5.94142, -0.69780, -9.20197], [-7.34195, -0.90715, -9.06671], [-6.29347, -3.56954, -6.39832], [-5.63824, -3.05904, -7.96755], [-4.53414, -3.46846, -6.61825], [-3.86443, -1.39358, -7.64700], [-4.14887, -0.17130, -6.39644], [-4.70363, 0.78994, -8.56555], [-6.19074, 0.64305, -7.61421], [-7.87645, 0.03415, -9.22756], [-7.59450, -1.31576, -8.08598], [-7.65796, -1.62120, -9.83251]]
}

We obtain Kohn-Sham gap values of 0.423 0.266 Eh for the records listed above, in that order.
We obtain largest force on an atom values of 0.12926 0.17398 hartree/bohr for the records listed above, in that order.
We obtain LUMO values of 0.017 -0.059 hartree for the records listed above, in that order.